Entry 1:
{
  "formula": "C45H45ClIN6O4P2RbS",
  "method": "the ωB97M-V functional and the def2-TZVPD basis",
  "elements": ["Rb", "C", "S", "C", "C", "C", "N", "P", "C", "C", "C", "C", "C", "C", "C", "C", "C", "C", "C", "C", "P", "C", "C", "C", "C", "C", "C", "C", "C", "C", "C", "C", "C", "H", "H", "H", "H", "H", "H", "H", "H", "H", "H", "H", "H", "H", "H", "H", "H", "H", "H", "H", "H", "H", "H", "H", "H", "H", "H", "H", "H", "H", "Cl", "C", "C", "C", "I", "C", "O", "C", "N", "C", "C", "C", "C", "H", "H", "H", "H", "N", "C", "N", "C", "C", "O", "C", "C", "H", "H", "H", "H", "H", "H", "H", "H", "N", "C", "C", "C", "N", "H", "H", "H", "H", "O", "O"],
  "coordinates": [[-0.7614, 1.2395, 0.2445], [5.5066, -2.0975, 2.7611], [4.0677, -2.3079, 1.6845], [4.9710, -2.4676, 0.1110], [4.0600, -2.8678, -1.0457], [3.2226, -1.7337, -1.6493], [2.2886, -1.0506, -0.7563], [2.5764, 0.4055, 0.1429], [4.4107, 0.6099, 0.2983], [4.8947, 0.6676, 1.6049], [6.2428, 0.8812, 1.8570], [7.1275, 1.0376, 0.8008], [6.6552, 1.0042, -0.5043], [5.3054, 0.8060, -0.7532], [2.4166, 1.7731, -1.0856], [2.2290, 3.0424, -0.5348], [2.1932, 4.1657, -1.3473], [2.3278, 4.0306, -2.7229], [2.5068, 2.7727, -3.2813], [2.5622, 1.6507, -2.4654], [0.7082, -1.5775, -0.3172], [-0.2433, -1.6429, -1.8953], [-1.3518, -2.4902, -1.9837], [-2.1519, -2.4827, -3.1150], [-1.8830, -1.6107, -4.1639], [-0.8102, -0.7414, -4.0714], [0.0022, -0.7594, -2.9436], [0.7945, -3.3967, -0.0278], [0.9137, -4.3536, -1.0373], [0.9320, -5.7026, -0.7277], [0.8129, -6.1168, 0.5945], [0.6866, -5.1764, 1.6033], [0.6776, -3.8233, 1.2911], [6.1165, -2.9995, 2.7397], [5.1295, -1.9286, 3.7674], [6.0893, -1.2352, 2.4374], [5.7148, -3.2490, 0.2763], [5.4892, -1.5268, -0.0896], [3.4238, -3.6867, -0.7194], [4.6886, -3.2483, -1.8562], [2.6662, -2.1260, -2.5090], [3.9233, -0.9923, -2.0325], [4.1971, 0.5424, 2.4246], [6.6009, 0.9296, 2.8778], [8.1801, 1.2036, 0.9918], [7.3379, 1.1534, -1.3314], [4.9544, 0.8414, -1.7761], [2.1089, 3.1447, 0.5405], [2.0600, 5.1456, -0.9065], [2.2949, 4.9066, -3.3579], [2.6158, 2.6599, -4.3532], [2.7312, 0.6783, -2.9143], [-1.5786, -3.1641, -1.1677], [-2.9842, -3.1718, -3.1936], [-2.5096, -1.6139, -5.0466], [-0.6021, -0.0432, -4.8727], [0.8427, -0.0816, -2.8803], [0.9940, -4.0420, -2.0720], [1.0355, -6.4345, -1.5192], [0.8138, -7.1729, 0.8320], [0.5912, -5.4952, 2.6334], [0.5785, -3.0805, 2.0739], [-4.4334, 7.8107, -0.5340], [-3.3347, 6.6342, 0.1320], [-2.0716, 7.0281, 0.4960], [-1.1688, 6.1077, 1.0172], [0.7597, 6.7090, 1.5605], [-1.4607, 4.7381, 1.2036], [-0.6212, 3.8929, 1.6292], [-2.8259, 4.3542, 0.8422], [-3.1610, 3.0615, 1.0492], [-4.3471, 2.6452, 0.6726], [-5.3023, 3.4787, 0.0697], [-5.0037, 4.8011, -0.1104], [-3.7396, 5.2910, 0.2833], [-1.7836, 8.0619, 0.3609], [-4.5719, 1.5997, 0.8654], [-6.2565, 3.0758, -0.2444], [-5.7190, 5.4810, -0.5524], [-2.8965, -0.7897, 0.4315], [-3.9573, -1.2258, 0.2866], [-5.1648, -1.7405, 0.1337], [-6.2909, -1.2301, 0.9139], [-7.2669, -2.3755, 1.1356], [-7.6679, -2.9496, -0.0952], [-6.5615, -3.4661, -0.8106], [-5.5510, -2.3737, -1.1244], [-6.7919, -0.4233, 0.3668], [-5.9303, -0.8476, 1.8673], [-8.1708, -2.0147, 1.6229], [-6.7912, -3.1351, 1.7689], [-6.9540, -3.8930, -1.7320], [-6.0697, -4.2534, -0.2249], [-6.0012, -1.6334, -1.7955], [-4.6690, -2.7963, -1.6012], [-0.6980, 1.7783, 3.4656], [-0.8151, 1.6897, 4.8022], [-0.2017, 0.5149, 5.1811], [0.2718, -0.0346, 3.9763], [-0.0326, 0.7420, 2.9476], [-0.9463, 2.5714, 2.8593], [-1.3122, 2.4495, 5.3810], [-0.1036, 0.1170, 6.1763], [0.8210, -0.9500, 3.8194], [-0.7251, 1.8498, -2.1468], [-1.8762, 2.0481, -1.9074]],
  "multiplicity": 1,
  "homo_ha": -0.2369,
  "e_above_lowest_kj_mol": 357.9
}

Entry 2:
{
  "formula": "C14H54N14O13",
  "method": "the ωB97M-V functional and the def2-TZVPD basis",
  "elements": ["C", "C", "O", "H", "H", "H", "H", "H", "H", "C", "O", "N", "N", "H", "H", "H", "H", "C", "O", "N", "N", "H", "H", "H", "H", "C", "O", "N", "N", "H", "H", "H", "H", "C", "O", "N", "N", "H", "H", "H", "H", "C", "O", "N", "N", "H", "H", "H", "H", "C", "O", "N", "N", "H", "H", "H", "H", "C", "O", "N", "N", "H", "H", "H", "H", "C", "O", "H", "H", "H", "H", "C", "O", "H", "H", "H", "H", "C", "O", "H", "H", "H", "H", "C", "O", "H", "H", "H", "H", "C", "O", "H", "H", "H", "H"],
  "coordinates": [[2.7800, 0.8700, -2.5050], [3.6112, -0.0058, -3.4347], [2.8013, -0.3902, -4.4676], [3.3829, 1.3344, -1.7271], [1.9435, 0.3312, -2.0247], [2.2616, 1.5986, -3.0723], [3.9533, -0.9427, -2.8879], [4.5482, 0.4851, -3.7467], [3.0470, -1.2365, -4.7851], [-0.8554, 1.3649, 3.9616], [-0.5011, 2.6221, 4.4414], [-0.0371, 0.7120, 3.1580], [-1.8306, 0.6685, 4.4189], [0.6254, 1.3557, 2.7052], [-0.3639, -0.0369, 2.5672], [-2.3586, 1.1763, 5.1614], [-1.9287, -0.3382, 4.2837], [-2.8840, 0.2003, -2.5002], [-3.1762, 0.5514, -1.2393], [-2.5331, -0.9864, -2.8234], [-3.0323, 1.0023, -3.5228], [-2.2820, -1.6364, -2.0281], [-1.7694, -1.0711, -3.5449], [-3.3094, 1.9555, -3.1930], [-2.5089, 1.0091, -4.4371], [1.7506, -2.4233, 4.2102], [2.7910, -3.0378, 4.9420], [1.5563, -2.7824, 2.9954], [1.0204, -1.4328, 4.6487], [2.1930, -3.4200, 2.4170], [0.8092, -2.3203, 2.5018], [1.1194, -1.2969, 5.6805], [0.7769, -0.5855, 4.0964], [1.0497, 3.3405, 1.6406], [-0.2735, 3.4061, 1.6111], [1.7440, 2.2380, 1.4725], [1.7652, 4.3016, 2.1414], [1.3462, 1.4820, 0.8838], [2.7021, 2.2012, 1.7485], [1.2607, 5.1444, 2.4695], [2.7572, 4.3015, 1.8490], [-1.8062, -2.0312, 2.9085], [-0.8720, -1.8315, 1.9331], [-3.0619, -1.8892, 2.6779], [-1.5233, -2.2578, 4.1445], [-3.3323, -1.7625, 1.7060], [-3.7339, -1.7977, 3.4372], [-0.4878, -2.1227, 4.3310], [-2.1770, -2.7103, 4.6589], [-0.1456, 0.1624, -5.0797], [-0.0571, -0.9526, -4.2332], [-1.2549, 0.4588, -5.7068], [0.7889, 1.0687, -5.3000], [-1.9608, -0.2766, -5.8648], [-1.2190, 1.0601, -6.5267], [1.7065, 0.6626, -4.9477], [0.8064, 1.5697, -6.2302], [-3.0340, -2.9612, -0.3735], [-3.4635, -4.2526, -0.4132], [-1.8958, -2.4954, -0.7960], [-3.7818, -1.9692, 0.0308], [-1.2931, -3.2326, -1.2273], [-1.3853, -1.8660, -0.1869], [-4.7091, -2.2213, 0.3326], [-3.7734, -0.9743, -0.2466], [3.8563, -0.6007, 1.9084], [4.8727, -0.0712, 2.7487], [4.0490, -0.2529, 0.8594], [2.8516, -0.2337, 2.1865], [3.8467, -1.6510, 2.0572], [4.8357, -0.5285, 3.6036], [-0.4978, 3.0100, -2.7091], [0.0750, 3.3053, -3.9422], [-1.4864, 3.4280, -2.5999], [0.0947, 3.3357, -1.8457], [-0.5125, 1.9335, -2.6477], [0.2843, 2.4434, -4.3912], [-0.2988, 0.3496, -0.3972], [0.8383, -0.0907, 0.2791], [-0.2608, -0.0268, -1.4121], [-0.2874, 1.4772, -0.3277], [-1.1695, -0.1014, 0.1342], [0.9948, -1.0465, 0.1607], [-2.9814, 2.4027, 1.2432], [-3.3652, 1.1543, 1.8779], [-2.6552, 3.1357, 1.9776], [-3.8925, 2.7840, 0.7008], [-2.1314, 2.2907, 0.5269], [-2.8067, 1.0906, 2.6436], [2.5154, -2.1977, -1.1661], [1.7023, -2.5690, -0.0933], [2.9382, -3.1614, -1.5546], [3.2980, -1.5047, -0.8889], [1.7920, -1.7878, -1.8536], [1.2143, -3.4035, -0.1725]],
  "multiplicity": 1,
  "homo_ha": -0.3182,
  "e_above_lowest_kj_mol": 160.7
}

Entry 3:
{
  "formula": "C36H54BrHfN9",
  "method": "the ωB97M-V functional and the def2-TZVPD basis",
  "elements": ["Hf", "C", "C", "C", "N", "C", "C", "C", "C", "C", "C", "C", "N", "C", "C", "C", "N", "C", "C", "C", "C", "C", "C", "C", "N", "C", "C", "H", "H", "H", "H", "H", "H", "H", "H", "H", "H", "H", "H", "H", "H", "H", "H", "H", "H", "H", "H", "H", "H", "H", "H", "H", "H", "N", "C", "C", "C", "N", "H", "H", "H", "H", "H", "H", "H", "H", "H", "H", "Br", "C", "C", "C", "C", "N", "C", "H", "H", "H", "H", "C", "C", "N", "C", "C", "C", "C", "N", "H", "H", "H", "H", "H", "H", "H", "H", "H", "H", "H", "H", "H", "H"],
  "coordinates": [[-0.6448, -0.5209, 0.1773], [3.3342, -1.7324, 0.7460], [3.5964, -0.5410, -0.1813], [2.3507, 0.1939, -0.7055], [1.2106, -0.6848, -0.9384], [1.3032, -1.5904, -1.9190], [2.2679, -1.5604, -2.9351], [2.5974, -2.4679, -3.9362], [2.1733, -3.7714, -4.1148], [1.2100, -4.3971, -3.3430], [0.3410, -3.8447, -2.4144], [0.1914, -2.5285, -1.9483], [-0.9351, -2.0757, -1.3590], [-2.1432, -2.8948, -1.5542], [-2.5619, -3.7025, -0.3390], [-2.9032, -2.7977, 0.8334], [-1.7402, -2.0619, 1.3333], [-1.1076, -2.5962, 2.3917], [-1.3533, -3.9005, 2.8630], [-1.0708, -4.5162, 4.0709], [-0.5185, -3.9735, 5.2186], [0.0455, -2.7185, 5.2926], [0.3204, -1.8114, 4.2722], [-0.0111, -1.7861, 2.9143], [0.5371, -0.9234, 2.0177], [1.8634, -0.3823, 2.3738], [3.0190, -1.3559, 2.1915], [4.2197, -2.3686, 0.7406], [2.5267, -2.3489, 0.3427], [4.1836, -0.8845, -1.0346], [4.2204, 0.1993, 0.3305], [2.6029, 0.7540, -1.6133], [2.0289, 0.9630, -0.0021], [2.8776, -0.6645, -2.9423], [3.3616, -2.1209, -4.6228], [2.6515, -4.3538, -4.8918], [1.0671, -5.4568, -3.5234], [-0.3760, -4.5451, -2.0056], [-2.0063, -3.5388, -2.4205], [-2.9677, -2.2333, -1.8223], [-1.7630, -4.3949, -0.0568], [-3.4372, -4.3021, -0.6007], [-3.3753, -3.3533, 1.6422], [-3.6608, -2.0776, 0.5137], [-1.8781, -4.5363, 2.1631], [-1.3906, -5.5504, 4.1344], [-0.5143, -4.5823, 6.1131], [0.4059, -2.4150, 6.2694], [0.9166, -0.9702, 4.6031], [1.8671, -0.0257, 3.4034], [2.0359, 0.5153, 1.7898], [2.8312, -2.2588, 2.7800], [3.8973, -0.8769, 2.6372], [-2.1220, 0.7686, 1.6015], [-2.8304, 2.0403, 1.3339], [-4.0091, 1.8147, 0.4099], [-3.6402, 1.3599, -0.9875], [-2.9882, 0.0251, -1.0114], [-2.7792, 0.0780, 1.9574], [-1.4690, 0.9270, 2.3665], [-2.1196, 2.7418, 0.8985], [-3.1682, 2.4725, 2.2761], [-4.5591, 2.7539, 0.3283], [-4.7065, 1.1003, 0.8660], [-2.9511, 2.0802, -1.4272], [-4.5309, 1.3404, -1.6168], [-2.8105, -0.2275, -1.9794], [-3.6719, -0.6570, -0.6975], [1.2730, 2.3202, 6.1622], [1.3178, 2.7471, 4.3441], [2.2755, 3.5996, 3.8273], [2.2564, 3.8402, 2.4619], [1.2973, 3.2136, 1.6855], [0.3757, 2.3828, 2.1809], [0.3892, 2.1716, 3.4964], [3.0144, 4.0583, 4.4704], [2.9804, 4.5027, 2.0063], [1.2783, 3.3806, 0.6142], [-0.3519, 1.4938, 3.9123], [0.7522, 5.0191, -1.5096], [-0.5764, 4.3115, -1.7326], [-0.4824, 3.1748, -2.6579], [-0.2782, 3.5370, -4.0768], [1.1660, 3.4304, -4.5477], [-0.5230, 1.8930, -2.2514], [-0.6065, 0.8320, -3.3097], [-0.5524, 1.5165, -0.9970], [0.6474, 5.7912, -0.7463], [1.0947, 5.5067, -2.4223], [1.5327, 4.3215, -1.1990], [-1.2994, 5.0086, -2.1580], [-1.0129, 3.9789, -0.7930], [-0.6181, 4.5678, -4.1694], [-0.9424, 2.9442, -4.7020], [1.8110, 4.1274, -4.0133], [1.2268, 3.6656, -5.6109], [1.5688, 2.4268, -4.4063], [-1.4565, 1.0205, -3.9673], [-0.7190, -0.1468, -2.8496], [0.2865, 0.8104, -3.9320], [-0.4655, 2.3038, -0.3623]],
  "multiplicity": 1,
  "total_charge": 2,
  "homo_ha": -0.4505
}

So what do the calculations give for total energy? Going down the list: -4233.98640, -2310.44528, -4518.69657 hartree.